Record 1
Here is a cluster of 2 separate species, C3H5NO2 in total at a distorted geometry from the Open Molecules 2025 dataset. Energies are from ωB97M-V/def2-TZVPD.

```
11
Properties=species:S:1:pos:R:3:forces:R:3
C 0.6081 -0.9278 -0.8801 0.12 0.22 -0.51
C -0.6442 -0.7856 1.4286 -0.38 -0.79 1.82
O -0.2913 -0.8841 2.5006 -0.12 0.17 -0.75
N -1.1381 1.5626 0.4758 0.24 0.14 -0.61
C -0.0097 1.4338 -0.0776 -0.20 0.00 0.42
O 0.3818 0.5177 -1.0095 0.31 -0.51 0.31
H -0.2967 -1.5067 -1.0990 0.14 0.34 -0.02
H 1.0503 -1.3688 0.0328 -0.13 1.01 -0.22
H 1.3457 -1.0533 -1.6559 0.07 -0.40 -0.37
H -1.7726 0.8398 0.1347 -0.02 0.06 0.07
H 0.7665 2.1724 0.1495 -0.02 -0.24 -0.15
```
Positions in Å, forces in eV/Å.

The multiplicity is 1. As for the energy above the lowest of the compared OMol25 structures with the same formula, charge and spin: 2.776 eV.

Taken from the natural (NBO) analysis, the atomic charges in e are: C -0.250; C 0.483; O -0.503; N -0.655; C 0.416; O -0.568; H 0.190; H 0.187; H 0.197; H 0.345; H 0.157

=====

Record 2
Here is a structure of composition C15H9BeN5S2Se at a distorted geometry from the Open Molecules 2025 dataset. Energies are from ωB97M-V/def2-TZVPD.

```
33
Properties=species:S:1:pos:R:3:forces:R:3
Be 0.0295 0.8313 -0.1588 -0.55 -1.90 2.07
C -3.2108 -2.6295 -2.6037 0.26 -0.13 -0.06
C -2.4509 -1.5331 -3.0197 0.48 -0.44 1.12
C -1.5584 -0.9547 -2.1217 0.48 1.01 -1.09
C -1.4499 -1.3784 -0.7827 -0.19 0.94 1.80
C -2.1467 -2.5318 -0.4232 -0.65 -1.27 0.73
C -3.0064 -3.1436 -1.3109 0.04 0.91 -1.02
N -0.8764 -0.5950 0.1954 0.09 1.24 -5.33
N -0.8738 -0.9833 1.4284 0.56 0.68 5.65
C -0.2998 -0.0189 2.2227 -1.93 -3.94 -1.55
C -0.1959 -0.1616 3.6435 0.57 0.39 1.00
C 0.5106 0.7731 4.3655 -1.10 -0.86 -0.02
C 1.0965 1.8514 3.6706 0.90 0.87 -1.23
C 1.0335 1.8590 2.2774 0.09 0.61 0.83
N 0.2583 1.0242 1.5740 1.54 1.56 -0.94
H -3.8775 -3.1026 -3.3145 -0.15 -0.12 0.12
H -2.5518 -1.1682 -4.0289 0.09 0.22 -0.16
H -0.9703 -0.0750 -2.4418 -0.45 -0.62 0.21
H -2.0800 -2.8866 0.6162 0.05 0.23 -0.60
H -3.6026 -3.9762 -1.0341 -0.34 -0.81 0.48
H -0.6216 -1.0235 4.1623 0.01 0.20 -0.47
H 0.5792 0.6521 5.4560 0.06 0.20 -0.47
H 1.6425 2.6836 4.1122 0.03 -0.46 0.27
H 1.6767 2.5844 1.7311 -0.90 -0.43 0.16
S 0.8796 2.7114 -1.3031 0.87 2.55 0.86
C 2.3291 1.8821 -1.7469 2.33 -1.27 -0.36
C 3.3268 2.8935 -2.2189 -0.95 -0.14 0.38
N 3.9649 3.8259 -2.5052 -0.49 -1.24 0.16
C 2.7301 0.5909 -1.3233 0.08 2.07 -1.92
S 1.6700 -0.5821 -0.7983 -0.37 0.24 0.16
C 4.0968 0.2484 -1.5850 2.27 -0.37 0.12
N 5.2232 -0.0312 -1.7277 -1.87 0.39 0.11
Se -1.2747 2.3639 -1.0070 -0.83 -0.31 -1.02
```
Positions in Å, forces in eV/Å.

The multiplicity is 1. As for the energy above the lowest of the compared OMol25 structures with the same formula, charge and spin: 2.206 eV. The net charge is -2.

Taken from the natural (NBO) analysis, the atomic charges in e are: Be 1.451; C -0.341; C -0.218; C -0.301; C 0.256; C -0.326; C -0.217; N -0.716; N -0.403; C 0.280; C -0.254; C -0.221; C -0.428; C 0.099; N -0.787; H 0.175; H 0.187; H 0.216; H 0.223; H 0.177; H 0.201; H 0.184; H 0.192; H 0.194; S -0.060; C -0.388; C 0.297; N -0.408; C -0.318; S -0.184; C 0.294; N -0.390; Se -0.466

=====

Record 3
Here is a cluster of 2 separate species, C6H14O in total at a distorted geometry from the Open Molecules 2025 dataset. Energies are from ωB97M-V/def2-TZVPD.

```
21
Properties=species:S:1:pos:R:3:forces:R:3
C 0.4894 0.9196 2.0397 -0.87 -0.88 1.33
C 0.1187 0.8140 0.5852 1.49 -0.57 -0.61
C 0.4000 -0.2321 -0.2180 -0.23 0.03 0.38
C 1.0854 -1.4648 0.3168 0.00 -0.83 -0.23
C 0.0770 -0.2530 -1.7136 0.11 -0.03 0.46
C 0.3390 1.1086 -2.3540 -1.19 0.57 0.31
H 1.5520 1.0964 2.2356 0.05 -0.01 -0.31
H 0.2178 0.0060 2.6687 0.26 0.99 -1.00
H -0.0449 1.7619 2.5121 0.18 -0.28 -0.21
H -0.0935 1.7622 0.1180 -0.62 0.07 0.00
H 0.5430 -2.1005 1.0339 -0.30 0.51 -0.10
H 1.3503 -2.1713 -0.5089 0.09 0.73 0.62
H 1.9713 -1.1282 0.8557 0.29 -0.27 -0.12
H 0.7182 -0.9498 -2.2712 -0.14 -0.22 0.52
H -0.9635 -0.6699 -1.7534 0.63 0.70 -0.52
H -0.0113 1.1535 -3.3963 0.30 0.04 0.30
H -0.1975 1.8801 -1.7750 0.01 -0.17 -0.57
H 1.3899 1.3960 -2.2601 -0.03 -0.32 -0.26
O -2.6718 -0.9736 1.3344 1.48 -0.13 0.18
H -3.1826 -0.2078 1.6105 -0.70 -0.76 -0.45
H -3.0870 -1.7472 0.9399 -0.80 0.84 0.28
```
Positions in Å, forces in eV/Å.

The multiplicity is 1. The SMILES is C/C=C(\C)CC.O. As for the energy above the lowest of the compared OMol25 structures with the same formula, charge and spin: 1.457 eV.

Taken from the natural (NBO) analysis, the atomic charges in e are: C -0.654; C -0.216; C 0.042; C -0.660; C -0.431; C -0.601; H 0.213; H 0.217; H 0.212; H 0.189; H 0.225; H 0.210; H 0.219; H 0.199; H 0.218; H 0.208; H 0.198; H 0.209; O -0.976; H 0.490; H 0.488

=====

Record 4
Here is a structure of composition C22H38CsN3O8P2 from the Open Molecules 2025 dataset. Energies are from ωB97M-V/def2-TZVPD.

```
74
Properties=species:S:1:pos:R:3:forces:R:3
Cs 0.1076 -0.1968 -0.2480 -0.08 -0.14 0.02
C -1.1788 3.7243 -4.2506 -0.02 0.00 -0.02
C -1.0267 2.7070 -3.1393 -0.03 -0.05 -0.05
C -1.4382 1.3138 -3.5702 0.11 0.03 0.07
O 0.3862 2.6413 -2.7668 -0.05 0.08 0.06
P 0.9431 3.4039 -1.5015 0.11 -0.12 -0.20
O 0.4952 2.9197 -0.1817 0.11 -0.02 0.00
C 2.7156 3.2993 -1.8140 -0.08 -0.10 -0.03
P 3.4930 1.7373 -1.3192 -0.11 0.20 0.00
O 2.6785 0.5562 -1.6260 -0.03 0.03 0.04
O 3.8556 1.9614 0.2049 0.04 -0.01 0.01
C 3.1473 1.3546 1.3253 -0.03 -0.09 0.12
C 3.4552 2.2479 2.5061 0.02 -0.01 0.01
C 3.6170 -0.0714 1.5222 0.03 0.03 0.02
O 4.8778 1.7569 -2.0637 0.07 -0.04 0.00
C 6.1834 2.2335 -1.6404 -0.02 0.00 -0.01
C 6.1304 3.6714 -1.1619 0.02 0.00 -0.01
C 6.7993 1.2843 -0.6328 0.02 0.00 0.00
O 0.5533 4.9212 -1.7761 -0.02 0.04 0.08
C 0.2317 5.8180 -0.6727 -0.02 0.00 -0.03
C -0.5039 6.9877 -1.2854 0.00 0.01 0.01
C 1.5022 6.2244 0.0450 0.03 -0.01 0.00
H -2.2309 3.8091 -4.5263 0.00 0.01 0.00
H -0.6197 3.3984 -5.1291 0.01 0.01 0.00
H -0.8163 4.7039 -3.9439 0.00 -0.01 0.01
H -1.5966 3.0146 -2.2575 0.00 0.01 0.01
H -0.7384 0.9475 -4.3222 -0.03 -0.02 -0.02
H -2.4394 1.3284 -4.0005 -0.01 0.03 0.02
H -1.4473 0.6173 -2.7336 -0.03 -0.02 -0.01
H 3.2167 4.1139 -1.2895 -0.02 0.02 0.01
H 2.8638 3.4385 -2.8862 0.02 0.00 0.00
H 2.0734 1.3745 1.1298 0.12 0.16 -0.07
H 4.5323 2.2808 2.6811 0.00 0.02 -0.01
H 2.9832 1.8529 3.4039 -0.01 -0.02 0.02
H 3.0906 3.2597 2.3310 -0.01 0.00 0.01
H 4.6863 -0.0914 1.7434 0.00 -0.01 -0.01
H 3.4320 -0.6719 0.6323 0.01 0.00 -0.02
H 3.0800 -0.5189 2.3597 -0.03 0.00 0.00
H 6.7569 2.1895 -2.5663 0.00 0.00 -0.01
H 5.5680 3.7575 -0.2316 0.00 -0.01 0.00
H 5.6843 4.3167 -1.9194 0.00 0.00 0.00
H 7.1463 4.0227 -0.9774 0.00 0.00 0.00
H 6.2964 1.3523 0.3305 -0.01 0.00 -0.01
H 7.8507 1.5409 -0.4944 0.00 0.00 0.00
H 6.7400 0.2581 -0.9936 0.00 0.00 0.00
H -0.4200 5.2703 0.0093 0.01 -0.01 0.01
H 0.1383 7.5119 -1.9946 0.00 0.00 0.00
H -0.8025 7.6879 -0.5046 0.00 0.00 0.00
H -1.3992 6.6502 -1.8065 0.00 0.00 -0.01
H 2.1962 6.7003 -0.6508 0.00 0.01 0.00
H 1.9867 5.3589 0.5005 0.00 0.00 0.00
H 1.2717 6.9326 0.8414 -0.01 0.00 0.00
O -1.1699 -3.3203 -1.4164 0.01 -0.03 -0.05
C -1.7141 -2.7619 -0.4532 0.06 0.04 -0.01
O -1.2607 -2.5686 0.7029 -0.13 -0.02 0.01
C -3.0579 -2.1064 -0.7657 0.01 0.10 0.03
C -4.1511 -2.8435 -1.2117 0.00 -0.02 0.00
C -5.3264 -2.1844 -1.5120 0.01 -0.02 0.00
C -5.3714 -0.8007 -1.3906 0.00 0.02 0.00
C -4.2286 -0.1477 -0.9666 -0.02 -0.03 0.00
N -3.0954 -0.7745 -0.6469 0.03 0.00 -0.01
H -4.0526 -3.9147 -1.3214 -0.01 0.00 0.00
H -6.1967 -2.7358 -1.8460 0.00 0.00 0.00
H -6.2682 -0.2416 -1.6211 0.00 0.00 0.00
H -4.2205 0.9339 -0.8692 0.00 0.00 0.00
N 0.6120 0.4675 4.3043 0.01 -0.01 0.03
C 0.1019 -0.3642 5.2389 0.01 0.02 -0.03
C -0.7178 -1.2385 4.5737 0.01 0.02 0.00
C -0.6436 -0.8439 3.2217 -0.15 0.02 0.11
N 0.1656 0.1934 3.0650 0.00 0.03 -0.04
H 1.1979 1.2672 4.4545 0.01 0.00 -0.01
H 0.3621 -0.2661 6.2791 -0.01 -0.01 0.00
H -1.2906 -2.0486 4.9882 0.00 0.00 0.01
H -1.1722 -1.2757 2.3832 0.12 -0.12 -0.08
```
Positions in Å, forces in eV/Å.

The multiplicity is 1. As for the energy above the lowest of the compared OMol25 structures with the same formula, charge and spin: 0.000 eV.

Taken from the natural (NBO) analysis, the atomic charges in e are: Cs 0.944; C -0.631; C 0.105; C -0.621; O -0.831; P 2.439; O -1.135; C -1.257; P 2.460; O -1.117; O -0.863; C 0.105; C -0.610; C -0.645; O -0.832; C 0.122; C -0.646; C -0.636; O -0.842; C 0.103; C -0.621; C -0.638; H 0.216; H 0.215; H 0.225; H 0.185; H 0.223; H 0.222; H 0.218; H 0.276; H 0.291; H 0.208; H 0.211; H 0.201; H 0.219; H 0.208; H 0.235; H 0.231; H 0.193; H 0.220; H 0.215; H 0.225; H 0.217; H 0.217; H 0.228; H 0.203; H 0.212; H 0.218; H 0.220; H 0.211; H 0.216; H 0.224; O -0.710; C 0.715; O -0.803; C 0.134; C -0.234; C -0.169; C -0.283; C 0.029; N -0.475; H 0.229; H 0.212; H 0.213; H 0.180; N -0.346; C -0.053; C -0.341; C -0.052; N -0.320; H 0.399; H 0.217; H 0.235; H 0.264

=====

Record 5
Here is the molecule C4H6O2 from the Open Molecules 2025 dataset. Energies are from ωB97M-V/def2-TZVPD.

```
12
Properties=species:S:1:pos:R:3:forces:R:3
O 2.4756 -0.5039 0.4625 -0.49 -0.20 0.07
C 1.3126 -0.8262 0.4589 0.33 0.23 -0.12
C 0.2851 -0.1575 -0.4220 0.02 -0.03 -0.01
C -1.1889 -0.4806 -0.1526 -0.11 -0.37 -0.10
O -1.4801 0.8740 0.2087 -0.16 0.07 0.04
C -0.1225 1.2760 -0.0050 0.31 0.25 0.05
H 0.9359 -1.6399 1.1192 0.10 0.10 -0.04
H 0.6090 -0.2467 -1.4628 -0.05 0.03 0.15
H -1.7725 -0.8061 -1.0202 0.06 0.03 0.11
H -1.3646 -1.1770 0.6815 0.03 0.13 -0.13
H 0.3413 1.6467 0.9167 -0.01 -0.07 -0.13
H -0.0309 2.0411 -0.7850 -0.03 -0.17 0.11
```
Positions in Å, forces in eV/Å.

The multiplicity is 1. The SMILES is O=CC1COC1. As for the energy above the lowest of the compared OMol25 structures with the same formula, charge and spin: 2.022 eV.

Taken from the natural (NBO) analysis, the atomic charges in e are: O -0.506; C 0.447; C -0.392; C -0.050; O -0.529; C -0.035; H 0.107; H 0.239; H 0.181; H 0.171; H 0.181; H 0.184

=====

Record 6
Here is the molecule C10H11O at a distorted geometry from the Open Molecules 2025 dataset. Energies are from ωB97M-V/def2-TZVPD.

```
22
Properties=species:S:1:pos:R:3:forces:R:3
C 1.9888 1.2132 1.3067 -0.11 0.26 0.35
C 1.2036 1.6849 0.0885 2.04 -1.59 -2.19
C 1.7340 -2.5096 -0.7868 0.95 1.55 -0.28
C 0.4697 -1.9368 -0.2639 -1.51 -0.86 1.12
C -0.3392 -0.5266 -0.2359 0.06 0.41 -0.22
C -0.0809 0.8994 -0.1948 0.41 0.11 0.04
C -1.1189 1.8331 -0.2859 -0.61 -0.01 -0.09
C -2.4601 1.4344 -0.2881 0.31 -0.20 -0.21
C -2.7578 0.0650 -0.2555 0.23 1.07 0.22
C -1.7011 -0.8421 -0.2399 -0.79 -0.27 -0.07
O 1.6942 2.4796 -0.7221 -1.41 -0.98 1.88
H 1.5408 0.3513 1.8191 -0.07 0.27 -0.29
H 3.0142 0.9418 1.0190 -0.29 0.31 -0.02
H 2.0168 2.0414 2.0258 0.21 -0.14 -0.08
H 2.0397 -2.3718 -1.8294 -0.16 -0.18 0.42
H 2.4918 -2.8317 -0.0626 -0.32 0.04 -0.48
H -0.3170 -2.5902 -0.7643 0.81 0.74 0.53
H 0.4550 -2.2879 0.8009 -0.23 0.47 -0.66
H -0.8434 2.9127 -0.3582 -0.32 -1.07 0.20
H -3.2222 2.2076 -0.3290 -0.06 -0.27 0.00
H -3.8016 -0.2756 -0.2299 0.59 0.08 -0.04
H -2.0062 -1.8922 -0.2137 0.27 0.27 -0.12
```
Positions in Å, forces in eV/Å.

The multiplicity is 2. As for the energy above the lowest of the compared OMol25 structures with the same formula, charge and spin: 0.054 eV.

Taken from the natural (NBO) analysis, the atomic charges in e are: C -0.722; C 0.588; C -0.266; C -0.509; C -0.010; C -0.141; C -0.187; C -0.211; C -0.224; C -0.157; O -0.533; H 0.220; H 0.245; H 0.243; H 0.174; H 0.175; H 0.231; H 0.218; H 0.233; H 0.217; H 0.220; H 0.198

=====

Record 7
Here is a structure of composition C4H12N2 at a distorted geometry from the Open Molecules 2025 dataset. Energies are from ωB97M-V/def2-TZVPD.

```
18
Properties=species:S:1:pos:R:3:forces:R:3
C 2.3848 -0.1758 0.0995 0.17 -0.75 1.01
C 0.8831 0.1430 -0.0515 1.46 -1.24 0.68
C 0.2391 -0.5377 -1.2629 -1.65 2.80 -0.36
C -1.1558 -0.2840 -1.3243 -2.40 2.13 0.47
N -1.9108 0.3434 -0.3265 1.10 -0.12 -1.19
N 0.0976 -0.1216 1.1073 -0.53 0.60 0.58
H 2.5299 -1.1852 0.5060 -0.25 -0.04 -0.19
H 2.7210 0.4618 0.9217 0.18 0.11 -0.26
H 3.0690 -0.1040 -0.7492 -0.33 0.39 -0.26
H 0.8952 1.2442 -0.0965 -0.61 -0.05 -1.04
H 0.6090 -0.5501 -2.2947 0.33 -1.59 0.37
H -0.6563 -1.3214 -0.7920 1.58 -1.72 0.18
H -1.8233 -0.6628 -2.0979 0.77 -0.02 -0.81
H -2.5842 1.3007 2.4172 -0.23 0.12 -0.05
H -2.0709 0.9091 2.7699 0.20 -0.10 0.07
H -1.1077 0.3428 0.4957 0.30 -0.26 1.16
H -2.0517 1.3026 -0.6418 -0.70 -0.08 -0.14
H -0.0681 -1.1051 1.3199 0.59 -0.17 -0.23
```
Positions in Å, forces in eV/Å.

The multiplicity is 1. As for the energy above the lowest of the compared OMol25 structures with the same formula, charge and spin: 6.952 eV.

Taken from the natural (NBO) analysis, the atomic charges in e are: C -0.625; C -0.103; C -0.225; C 0.081; N -0.873; N -1.016; H 0.202; H 0.225; H 0.195; H 0.214; H 0.261; H 0.333; H 0.217; H -0.025; H 0.024; H 0.413; H 0.388; H 0.313